Computed, not measured: a molecular structure, C36H47IN9OSbTi, with the ωB97M-V functional and the def2-TZVPD basis.

Calculated values
- LUMO energy (alpha / beta): 0.0036 / -0.0283 Ha
- E: -3355.39009 Eh
- HOMO energy (alpha / beta): -6.5 / -7.5 eV

```
! wB97M-V def2-TZVPD RIJCOSX def2/J DEFGRID3
* xyz 0 3
Ti 0.88604 1.16947 0.54374
C 3.22631 -3.64434 3.20209
Sb 2.90479 -1.61652 2.48222
C 0.78733 -2.01132 2.13020
C 2.65533 -0.99153 4.55184
H 2.38001 -3.98756 3.79692
H 4.12313 -3.66185 3.82124
H 3.37765 -4.32744 2.36605
H 0.27981 -2.30875 3.04743
H 0.70003 -2.82009 1.40455
H 0.31636 -1.11965 1.72010
H 1.87311 -1.58113 5.03117
H 2.42075 0.06706 4.61988
H 3.59777 -1.17768 5.06568
N -2.15272 -1.14087 0.20194
N -1.01984 -0.64564 -0.51571
H -2.66454 -1.83416 -0.33486
H -2.77820 -0.36306 0.37657
H -1.25501 -0.35665 -1.46256
H -0.35409 -1.40483 -0.60321
C 1.37303 4.53690 -3.04095
C 0.07434 3.72541 -3.16800
C -1.13426 4.58450 -2.75536
C -0.08616 3.18584 -4.59249
C 0.13511 2.62044 -2.21526
N 0.17862 1.82901 -1.38649
H 1.31555 5.40446 -3.69842
H 2.23532 3.93386 -3.32652
H 1.50804 4.88415 -2.01750
H -1.17466 5.48075 -3.37439
H -1.04314 4.89235 -1.71274
H -2.06556 4.03125 -2.88462
H -0.15685 4.02359 -5.28616
H -0.98662 2.57821 -4.68824
H 0.76862 2.57497 -4.87122
C 1.84492 -0.18634 -0.69059
C 2.02473 -1.03410 -1.56539
C 2.16423 -1.96500 -2.59718
C 2.37898 -3.35904 -2.29747
C 2.65389 -4.31957 -3.28988
C 2.81141 -5.65281 -2.96186
C 2.72540 -6.07261 -1.64031
C 2.50668 -5.13257 -0.63874
C 2.34470 -3.80062 -0.95926
C 2.02332 -1.43701 -3.96206
C 2.65349 -0.23488 -4.30688
C 2.53347 0.28836 -5.58145
C 1.74290 -0.34891 -6.52921
C 1.09679 -1.52974 -6.19551
C 1.24018 -2.07589 -4.93043
H 2.76412 -4.01238 -4.32005
H 3.00596 -6.37514 -3.74473
H 2.84050 -7.11962 -1.39300
H 2.45946 -5.44812 0.39607
H 2.19262 -3.06426 -0.17951
H 3.26472 0.25897 -3.56160
H 3.06269 1.19555 -5.84682
H 1.62720 0.07854 -7.51672
H 0.47771 -2.03165 -6.92840
H 0.71438 -2.98580 -4.67253
C -0.55971 0.88671 3.88992
C -1.39344 1.40547 2.77438
N -1.04015 1.45868 1.50432
C -2.06897 2.08598 0.83151
C -3.04832 2.41021 1.70696
N -2.61652 1.96712 2.93847
C -3.38942 2.03154 4.16025
N -4.74737 1.65139 3.90541
N -5.77818 2.45938 4.26364
N -6.87511 1.93281 3.89432
C -6.61201 0.74578 3.25471
C -7.45777 -0.18358 2.64672
C -6.86559 -1.27572 2.05194
C -5.47386 -1.46066 2.05961
C -4.62057 -0.55689 2.66003
C -5.22162 0.54966 3.25446
H 0.40815 0.59797 3.49416
H -1.01739 0.01983 4.37141
H -0.40739 1.66277 4.64176
H -2.01976 2.27834 -0.22481
H -3.99248 2.90675 1.56953
H -3.41167 3.04603 4.56028
H -2.93543 1.36502 4.89502
H -8.52905 -0.04046 2.65118
H -7.48385 -2.01691 1.56330
H -5.05361 -2.33810 1.58559
H -3.54794 -0.70599 2.65535
N 3.81980 1.66542 0.64449
C 3.23015 1.63359 1.91946
O 1.98012 1.12659 1.95677
C 3.92133 2.00553 3.00070
I 1.01866 4.01083 0.94253
H 3.23759 2.06648 -0.07861
H 4.73195 2.09512 0.65391
H 4.90933 2.42642 2.89458
H 3.51023 1.92238 3.99335
*
```